Density functional theory data (ωB97M-V/def2-TZVPD) for an isolated ion of composition C4H14N3 and charge +1.

For the electronic energy, the calculation gives -324.83173 Eh. For the energy above the lowest of the compared OMol25 structures with the same formula, charge and spin, the calculation gives 86.9 kJ/mol. The value obtained for the maximum force is 2.285 eV/A. As for the total charge: +1. Its SMILES is NCC[C@H]([NH3+])CN.

Geometry (Å):
N (-0.919, -1.756, 1.042)
C (0.419, -2.004, 0.526)
C (0.861, -1.020, -0.571)
C (0.610, 0.514, -0.331)
N (0.283, 0.812, 1.113)
C (-0.554, 1.103, -1.153)
N (-0.880, 2.429, -0.618)
H (-1.566, -1.725, 0.266)
H (-1.196, -2.479, 1.694)
H (0.710, -3.001, 0.193)
H (1.161, -1.848, 1.313)
H (0.699, -1.281, -1.613)
H (1.945, -1.051, -0.491)
H (1.527, 0.965, -0.655)
H (1.085, 1.259, 1.551)
H (-0.065, -0.041, 1.590)
H (-0.492, 1.508, 1.123)
H (-1.435, 0.465, -1.104)
H (-0.163, 1.250, -2.164)
H (-1.810, 2.770, -0.800)
H (-0.219, 3.133, -0.909)

Density functional theory data (ωB97M-V/def2-TZVPD) for a 2-piece molecular cluster, C4H14N3 overall.

For the electronic energy, the calculation gives -324.85645 Eh. For the energy above the lowest of the compared OMol25 structures with the same formula, charge and spin, the calculation gives 22.0 kJ/mol. The value obtained for the maximum force is 1.395 eV/A. As for the total charge: +1.

Geometry (Å):
C (-0.215, 2.514, 0.214)
C (-0.960, 0.195, 0.659)
N (-0.813, 1.224, -0.151)
N (-0.388, 0.135, 1.848)
N (-1.573, -0.902, 0.202)
H (-1.439, 1.275, -0.941)
H (-0.068, 0.943, 2.353)
H (-0.337, -0.741, 2.337)
H (-2.096, -0.855, -0.660)
H (-1.941, -1.629, 0.799)
H (-0.224, 2.709, 1.277)
H (-0.669, 3.318, -0.349)
H (0.843, 2.477, -0.052)
C (2.331, -1.338, -0.791)
C (1.304, -1.650, -1.855)
H (3.302, -1.817, -0.951)
H (2.590, -0.276, -0.853)
H (2.024, -1.631, 0.212)
H (0.443, -0.989, -1.781)
H (0.898, -2.664, -1.821)
H (1.702, -1.534, -2.863)

Density functional theory data (ωB97M-V/def2-TZVPD) for a 2-piece molecular cluster, C4H14N3 overall.

For the electronic energy, the calculation gives -324.34956 Eh. For the energy above the lowest of the compared OMol25 structures with the same formula, charge and spin, the calculation gives 155.4 kJ/mol. The value obtained for the maximum force is 1.676 eV/A. As for the total charge: +2. Its spin multiplicity is 2. The expectation value of S² is 0.76.

Geometry (Å):
C (1.657, -0.658, -0.546)
C (0.738, -1.653, 0.159)
N (0.916, -2.948, -0.492)
N (1.426, 0.735, 0.015)
H (2.715, -0.829, -0.352)
H (1.458, -0.670, -1.615)
H (0.991, -1.655, 1.230)
H (-0.293, -1.301, 0.044)
H (0.205, -3.559, -0.092)
H (1.777, -3.352, -0.127)
H (1.569, 0.733, 1.028)
H (2.070, 1.433, -0.366)
C (-2.082, 1.321, 0.143)
C (-1.999, 1.528, 1.519)
N (-1.216, 1.802, -0.766)
H (-2.961, 0.774, -0.199)
H (-2.830, 1.253, 2.158)
H (-1.166, 2.065, 1.962)
H (-1.053, 2.810, -0.674)
H (0.460, 1.079, -0.195)
H (-1.439, 1.536, -1.725)

Density functional theory data (ωB97M-V/def2-TZVPD) for a 2-piece molecular cluster, C4H14N3O overall.

For the electronic energy, the calculation gives -400.27807 Eh. For the energy above the lowest of the compared OMol25 structures with the same formula, charge and spin, the calculation gives 58.2 kJ/mol. The value obtained for the maximum force is 2.137 eV/A. As for the total charge: -1.

Geometry (Å):
C (1.328, 1.690, 2.732)
N (0.315, 2.233, 1.793)
C (0.752, 1.836, 0.313)
O (1.177, 0.563, 0.199)
H (1.472, 0.593, 2.696)
H (1.146, 2.011, 3.792)
H (2.333, 2.084, 2.469)
H (-0.560, 1.762, 1.928)
H (1.599, 2.572, 0.128)
H (-0.191, 2.080, -0.294)
C (-0.326, -0.711, -2.606)
N (-0.687, -0.681, -1.197)
C (-0.687, -1.997, -0.553)
N (-1.894, -2.773, -0.580)
H (-0.211, 0.380, -2.900)
H (0.648, -1.251, -2.742)
H (-1.116, -1.226, -3.207)
H (0.006, -0.136, -0.531)
H (-0.368, -1.886, 0.504)
H (0.096, -2.666, -1.051)
H (-2.625, -2.162, -0.250)
H (-2.180, -3.023, -1.560)

Density functional theory data (ωB97M-V/def2-TZVPD) for a 2-piece molecular cluster, C4H14N3O overall.

For the electronic energy, the calculation gives -400.05939 Eh. For the energy above the lowest of the compared OMol25 structures with the same formula, charge and spin, the calculation gives 192.1 kJ/mol. The value obtained for the maximum force is 5.427 eV/A. As for the total charge: +1.

Geometry (Å):
C (-0.505, -0.806, 2.002)
C (0.623, -1.637, 1.119)
C (1.478, -0.836, 0.130)
N (0.685, 0.319, -0.329)
C (0.189, 0.303, -1.520)
N (0.673, -0.656, -2.410)
N (-0.525, 1.384, -1.878)
H (-0.196, 0.154, 2.342)
H (-0.657, -1.381, 2.868)
H (-1.420, -0.739, 1.584)
H (1.174, -2.279, 1.830)
H (0.137, -2.494, 0.513)
H (2.480, -0.336, 0.609)
H (1.831, -1.494, -0.602)
H (0.107, 0.834, 0.402)
H (1.377, -1.395, -2.050)
H (0.175, -0.751, -3.226)
H (-0.493, 1.617, -2.920)
H (-0.816, 2.073, -1.256)
H (-2.856, 2.371, 0.942)
H (-1.573, 3.273, 1.110)
O (-1.891, 2.475, 0.741)

Density functional theory data (ωB97M-V/def2-TZVPD) for a 2-piece molecular cluster, C4H14N3O overall.

For the electronic energy, the calculation gives -400.03264 Eh. For the energy above the lowest of the compared OMol25 structures with the same formula, charge and spin, the calculation gives 262.3 kJ/mol. The value obtained for the maximum force is 3.794 eV/A. As for the total charge: +1.

Geometry (Å):
C (-0.459, -2.225, -0.086)
O (-0.081, -3.633, -0.148)
C (0.428, -1.643, -1.172)
N (0.193, -0.142, -1.253)
H (-0.147, -1.806, 0.871)
H (-1.494, -1.971, -0.266)
H (-0.527, -4.058, 0.598)
H (1.489, -1.879, -1.003)
H (0.076, -2.104, -2.105)
H (0.507, 0.332, -0.370)
H (-0.799, -0.055, -1.460)
H (0.749, 0.252, -2.006)
C (0.315, 2.720, -0.294)
N (0.653, 1.617, 0.670)
C (-0.393, 1.290, 1.540)
N (-0.240, 0.594, 2.649)
H (1.127, 2.765, -1.049)
H (-0.628, 2.482, -0.728)
H (0.211, 3.707, 0.218)
H (1.563, 1.648, 1.123)
H (-1.418, 1.559, 1.136)
H (-1.128, 0.549, 3.137)

Density functional theory data (ωB97M-V/def2-TZVPD) for a 2-piece molecular cluster, C4H14N3O overall.

For the electronic energy, the calculation gives -399.98393 Eh. For the energy above the lowest of the compared OMol25 structures with the same formula, charge and spin, the calculation gives 390.2 kJ/mol. The value obtained for the maximum force is 4.360 eV/A. As for the total charge: +1.

Geometry (Å):
C (0.545, -0.797, 0.468)
C (0.831, 0.450, -0.279)
C (-0.483, 0.984, -1.124)
N (-3.480, -0.650, -2.456)
C (-2.367, -0.064, -2.342)
N (-1.529, -0.108, -1.158)
N (1.748, -1.272, 1.355)
H (0.463, -1.740, -0.292)
H (-0.369, -0.686, 1.014)
H (1.184, 1.284, 0.282)
H (1.509, 0.423, -1.171)
H (-0.943, 1.896, -0.727)
H (-0.083, 1.034, -2.257)
H (-3.850, -1.290, -1.759)
H (-2.107, 0.386, -3.347)
H (-2.031, -0.408, -0.327)
H (2.322, -2.081, 0.896)
H (2.480, -0.627, 1.406)
H (1.488, -1.543, 2.289)
H (0.833, 1.219, 3.355)
H (2.064, 2.239, 3.190)
O (1.776, 1.350, 2.984)

Density functional theory data (ωB97M-V/def2-TZVPD) for a 2-piece molecular cluster, C4H14N3O overall.

For the electronic energy, the calculation gives -400.05101 Eh. For the energy above the lowest of the compared OMol25 structures with the same formula, charge and spin, the calculation gives 214.1 kJ/mol. The value obtained for the maximum force is 4.395 eV/A. As for the total charge: +1.

Geometry (Å):
C (-1.766, -0.008, -0.645)
C (-0.945, 0.398, -1.859)
C (-0.394, 0.922, 1.259)
N (-0.716, -0.109, 0.471)
N (-1.230, 1.967, 1.468)
N (0.820, 0.996, 1.848)
H (-2.659, 0.472, -0.235)
H (-2.206, -0.997, -0.881)
H (-0.624, 1.458, -1.732)
H (-1.511, 0.652, -2.766)
H (0.000, -0.772, 0.144)
H (-2.076, 2.087, 0.932)
H (-1.332, 2.448, 2.344)
H (1.543, 0.527, 1.314)
H (1.141, 1.819, 2.317)
H (0.043, 0.023, -2.176)
C (2.293, -2.521, -1.346)
O (1.459, -1.443, -0.750)
H (2.151, -0.804, -0.487)
H (3.071, -2.770, -0.672)
H (1.679, -3.419, -1.442)
H (2.360, -2.202, -2.390)